# 1
A structure of composition C2H2S2 at a distorted geometry, computed with ωB97M-V with the def2-TZVPD basis set.

Calculated values
Charge   0
HOMO level   -0.3474 Ha
LUMO   -2.47 eV
Orbital gap   7.0 eV
ΔE to the lowest compared entry with this formula, charge and spin   65.88 kcal per mole
2S+1   1

Element x y z (Å)
C (-0.260478, -0.701974, 0.081407)
C (0.198583, 0.639283, 0.156882)
H (-1.084604, -1.074248, 1.106053)
H (1.179347, 0.731643, -0.008630)
S (0.678140, -1.690922, -1.109970)
S (-0.710989, 2.096219, -0.225742)

Force components x, y, z for each atom (eV/Å):
C 0.200 -4.075 0.920
C -5.077 3.846 -1.899
H 2.363 0.835 -3.851
H 3.935 0.549 -0.043
S -3.096 2.385 3.464
S 1.675 -3.539 1.409

=====

# 2
An isolated molecule of C2H2S4 at a distorted geometry, computed with ωB97M-V with the def2-TZVPD basis set.

Calculated values
Charge   0
SMILES string   SC#S#S#CS
HOMO level   -0.3183 Ha
LUMO   -0.46 eV
Orbital gap   8.2 eV
ΔE to the lowest compared entry with this formula, charge and spin   82.46 kcal per mole
2S+1   1

Element x y z (Å)
C (1.243226, -0.002758, -1.536306)
C (-0.671670, 0.385822, 1.747337)
S (-0.379221, 0.246196, -1.228792)
S (-0.845129, -0.870202, 0.609421)
S (2.134998, 0.363354, -2.810405)
S (-1.088764, 0.047553, 3.363287)
H (1.262699, 1.083410, -3.815623)
H (-1.656138, -1.253375, 3.671080)

Force components x, y, z for each atom (eV/Å):
C -1.568 -0.498 1.180
C -0.609 -1.653 0.408
S 0.950 -0.504 0.070
S 0.459 1.431 -0.075
S -0.904 1.318 -1.917
S -0.230 -0.301 0.018
H 1.161 -0.918 1.344
H 0.742 1.126 -1.028

=====

# 3
A cluster of 15 separate species, C2H33O15 in total at a distorted geometry, computed with ωB97M-V with the def2-TZVPD basis set.

Calculated values
Charge   -1
HOMO level   -0.1903 Ha
LUMO   2.29 eV
Orbital gap   7.5 eV
ΔE to the lowest compared entry with this formula, charge and spin   78.37 kcal per mole
2S+1   1

Element x y z (Å)
C (-0.825486, 0.253413, 0.689076)
C (0.635251, 0.651235, 0.910771)
O (1.193019, 0.722114, -0.430923)
H (-1.399967, 0.448443, 1.558068)
H (-0.861477, -0.808022, 0.398105)
H (-1.339348, 0.694558, -0.127327)
H (1.230970, 0.029193, 1.530940)
H (0.453208, 1.688547, 1.265157)
O (-3.398835, 0.230692, -1.103213)
H (-2.800196, -0.548594, -1.290977)
H (-3.668618, 0.263196, -0.173375)
O (-4.243772, -1.143594, 1.112718)
H (-4.920770, -1.830339, 1.153134)
H (-3.753149, -1.128717, 1.944184)
O (-2.938174, 2.555272, -1.945779)
H (-3.087375, 1.686831, -1.554384)
H (-3.792996, 2.539973, -2.410339)
O (2.367251, 0.308121, -2.989211)
H (1.932813, 0.212721, -2.177499)
H (2.951076, -0.429749, -3.059287)
O (3.331745, -0.628933, 0.209715)
H (4.118677, -0.280900, 0.613241)
H (2.647544, 0.023719, 0.034527)
O (0.348636, -1.450163, -1.730151)
H (0.507881, -0.749479, -1.139313)
H (-0.541978, -1.591334, -1.495479)
O (-0.727740, 1.030992, -2.639805)
H (-0.529224, 0.690569, -3.560383)
H (-0.259978, 0.548242, -1.937286)
O (3.007082, 2.673104, -1.003412)
H (2.166328, 2.129047, -0.878020)
H (2.951668, 3.415037, -0.391505)
O (-0.329656, 3.114651, -0.604122)
H (0.471217, 3.264148, -0.138433)
H (-0.748221, 2.300473, -0.177411)
O (2.968283, -1.443304, 2.949293)
H (2.917422, -0.956200, 2.136285)
H (3.706321, -2.020389, 2.774393)
O (1.061288, -2.624346, 1.103000)
H (1.564908, -2.004305, 0.559813)
H (1.227252, -2.218276, 1.930329)
O (2.935337, 1.721679, 3.198001)
H (2.887263, 2.558924, 2.720408)
H (3.048411, 1.911832, 4.131872)
O (-2.199459, -2.090367, -1.553239)
H (-2.287042, -2.179017, -2.518389)
H (-2.930571, -2.672041, -1.224943)
O (-2.054363, -2.944217, 1.620472)
H (-1.730668, -3.366018, 2.450783)
H (-1.261792, -2.558424, 1.259920)

Force components x, y, z for each atom (eV/Å):
C 0.970 -2.288 0.568
C -1.705 2.277 -4.028
O 0.338 -0.519 1.920
H -0.847 -0.163 1.114
H -0.203 0.130 0.564
H 0.054 1.015 -0.787
H 0.086 -0.355 1.084
H 1.210 -0.320 0.728
O -0.133 -0.729 -0.124
H -0.889 1.054 0.743
H 0.226 -0.719 -0.383
O -0.405 0.298 0.079
H 0.358 0.158 0.287
H -0.072 -0.502 -0.212
O -1.500 1.081 -0.641
H 0.966 -0.684 0.347
H 0.371 0.758 -0.183
O 0.791 0.940 -2.451
H -1.086 -0.111 2.105
H 0.484 -0.736 0.083
O 0.856 -2.224 0.563
H 0.198 0.749 -0.080
H -1.032 1.592 -0.790
O 0.819 -1.867 -1.555
H 1.771 2.168 1.500
H -1.559 -1.045 0.030
O -0.561 -0.247 -1.633
H 0.213 0.195 2.251
H 0.458 0.324 -1.090
O -0.480 -0.046 0.294
H 0.748 0.112 -0.025
H -0.120 -0.106 -0.120
O -2.244 -0.904 0.435
H 1.085 -0.080 0.584
H 1.074 1.916 -1.213
O -0.143 -0.329 1.222
H -0.041 0.763 -1.034
H 0.274 -0.485 0.025
O -0.466 -0.288 -1.074
H 0.022 -0.264 -0.836
H 0.282 0.235 1.873
O 0.041 -0.098 -0.271
H -0.010 -0.116 0.245
H -0.009 0.197 -0.046
O -1.698 -1.487 -0.442
H 0.335 0.199 0.254
H 0.976 0.753 0.059
O -0.363 -0.872 1.562
H -0.331 0.396 -1.027
H 0.890 0.275 -0.472

=====

# 4
A cluster of 16 separate species, C2H35O16 in total at a distorted geometry, computed with ωB97M-V with the def2-TZVPD basis set.

Calculated values
Charge   -1
HOMO level   -0.2226 Ha
LUMO   2.44 eV
Orbital gap   8.5 eV
ΔE to the lowest compared entry with this formula, charge and spin   41.14 kcal per mole
2S+1   1

Element x y z (Å)
C (-0.130072, 1.807109, 1.087371)
O (0.704299, 0.893718, 0.408879)
C (-0.702996, 1.331038, 2.441037)
H (-0.815016, 2.159485, 0.334967)
H (0.511134, 2.643396, 1.442431)
H (-0.173526, 1.691912, 3.320682)
H (-0.653463, 0.248560, 2.598044)
H (-1.760348, 1.497440, 2.462794)
H (2.997380, -1.873507, 0.666285)
H (3.313426, -0.571695, 0.079666)
O (2.869777, -1.400726, -0.176323)
H (-0.318556, 3.921729, -1.459610)
H (0.755663, 3.490992, -0.547402)
O (0.185218, 3.126530, -1.238079)
H (-0.846249, -0.613976, -2.588638)
H (-0.657507, -0.015876, -3.868754)
O (-1.186915, -0.724051, -3.474624)
H (1.678507, 0.737679, -3.105035)
H (1.585023, 1.781593, -2.062280)
O (1.452409, 1.672889, -3.013556)
H (3.153190, 1.839877, 0.918918)
H (2.103179, 0.789985, 1.033756)
O (3.118564, 0.936658, 1.213510)
H (-1.754554, -3.484135, 1.932801)
H (-0.627216, -2.684376, 1.070003)
O (-1.090037, -3.554544, 1.244685)
H (1.899402, 0.584470, 3.392529)
H (3.187514, 1.169545, 3.108963)
O (2.552312, 1.119590, 3.857708)
H (-3.493243, -0.544376, 2.042315)
H (-2.123963, -0.658178, 2.803535)
O (-3.066939, -0.801947, 2.892065)
H (-0.263730, 2.572646, -3.452328)
H (-1.667670, 1.844824, -3.517849)
O (-1.221975, 2.671693, -3.319177)
H (-3.804129, -1.231842, -0.083816)
H (-3.420313, 0.288106, -0.094326)
O (-3.900859, -0.396492, 0.371812)
H (-1.865085, 1.784898, -1.365096)
H (-1.803688, 0.161885, -1.513202)
O (-2.338741, 0.953746, -1.438388)
H (0.222222, -0.467326, 0.533246)
H (0.949081, -1.721967, -0.073935)
O (0.085713, -1.495380, 0.303862)
H (-2.001614, -2.450283, -0.800696)
H (-1.943966, -2.459616, -2.256277)
O (-2.263392, -1.896618, -1.543391)
H (1.149905, -2.844364, 2.649803)
H (1.262547, -2.069641, 1.442363)
O (1.855397, -2.445872, 2.128700)
H (1.973085, -2.448812, -2.262258)
H (3.471147, -2.229186, -1.961591)
O (2.859669, -2.637209, -2.566100)

Force components x, y, z for each atom (eV/Å):
C 1.872 -0.501 0.909
O -0.118 -0.373 0.904
C -0.094 -1.044 -0.473
H -0.840 0.234 0.683
H -0.225 0.398 -0.567
H -0.158 0.581 -0.116
H 0.440 -0.157 -0.569
H -0.641 0.614 0.476
H -0.136 -0.365 -0.322
H -0.400 0.467 -0.258
O 0.922 -0.132 0.658
H -0.224 -0.314 -0.483
H 0.052 -0.510 0.215
O 0.347 1.607 0.231
H -0.014 -0.689 0.660
H -0.186 -0.183 -0.709
O 0.965 0.803 -0.782
H 0.069 0.047 -0.379
H -0.516 0.351 0.139
O 0.555 -0.843 -0.061
H 0.433 0.677 -0.222
H -0.078 0.037 -0.301
O -0.209 -0.408 -0.056
H 0.023 0.452 0.038
H -0.743 -0.419 0.123
O 0.191 -0.280 -0.196
H -0.320 -0.116 0.352
H -0.244 0.109 0.525
O 0.419 -0.056 -0.535
H 0.561 -0.198 0.152
H -0.141 0.081 -0.249
O -0.549 -0.256 0.376
H -0.322 -0.491 0.202
H 0.108 -0.133 0.039
O -0.159 0.742 -0.580
H 0.272 0.099 -0.471
H 0.504 0.137 -0.843
O -1.062 -0.143 1.085
H 0.827 -0.328 -0.170
H 0.232 0.300 0.385
O -1.482 0.280 0.296
H 0.237 0.194 -0.762
H -0.117 0.345 -0.536
O 0.087 0.131 0.139
H 0.173 0.152 0.819
H -0.206 0.325 -0.529
O -0.065 -0.856 0.218
H 0.364 -0.429 0.443
H 0.313 0.181 0.354
O -0.608 0.051 0.061
H 0.057 0.181 0.379
H -0.183 0.320 0.734
O 0.016 -0.673 -1.425